Entry 1:
{"formula": "C38H45N16SZr", "method": "ωB97M-V with the def2-TZVPD basis set", "symbols": ["Zr", "C", "C", "N", "N", "C", "N", "S", "C", "C", "C", "C", "C", "N", "H", "H", "H", "H", "H", "H", "H", "H", "H", "C", "C", "N", "C", "C", "N", "C", "C", "C", "C", "C", "N", "C", "C", "N", "C", "C", "N", "C", "C", "C", "N", "C", "C", "H", "H", "H", "H", "H", "H", "H", "H", "H", "H", "H", "H", "C", "N", "C", "C", "N", "C", "C", "N", "C", "C", "N", "C", "N", "C", "C", "C", "N", "C", "H", "H", "H", "H", "H", "H", "H", "H", "H", "H", "H", "H", "H", "H", "H", "H", "H", "H", "H", "H", "H", "H", "H", "H"], "coordinates": [[-0.24932, 0.94188, 0.32634], [0.25328, 4.29928, 3.13444], [0.29008, 2.93468, 2.53134], [0.53578, 2.73448, 1.26114], [0.85818, 3.80678, 0.49954], [1.57698, 3.53058, -0.57146], [2.01798, 4.53328, -1.33866], [1.95008, 1.90768, -1.01456], [0.19428, 1.73508, 3.33974], [0.34288, 1.81758, 4.73164], [0.40238, 0.66778, 5.48934], [0.28108, -0.55392, 4.83244], [0.10958, -0.55882, 3.46334], [0.07718, 0.53758, 2.68494], [1.17958, 4.52258, 3.66514], [0.15188, 5.02838, 2.33284], [-0.57232, 4.39958, 3.83634], [1.98178, 5.47878, -0.98976], [2.67778, 4.33038, -2.07326], [0.44598, 2.77948, 5.20554], [0.55718, 0.71348, 6.55514], [0.31508, -1.48372, 5.37414], [-0.01402, -1.52242, 2.98004], [6.07008, -0.74142, 0.55684], [4.94568, -0.03082, 0.98284], [3.73348, -0.54182, 0.86194], [3.62128, -1.74652, 0.29084], [4.73278, -2.40562, -0.21376], [5.94538, -1.90232, -0.05336], [2.19188, -2.26992, 0.35394], [1.94408, -3.66202, -0.11376], [0.82448, -4.17952, -0.66146], [-0.43792, -3.51492, -0.93066], [-0.91442, -2.33142, -0.48536], [-0.13032, -1.40342, 0.31214], [-2.25592, -1.81952, -0.72796], [-3.28402, -2.54142, -1.36246], [-4.44932, -2.00042, -1.62646], [-4.66312, -0.75632, -1.23266], [-3.69392, -0.05392, -0.52486], [-2.48642, -0.56422, -0.27546], [0.85608, -5.63222, -0.96256], [2.01518, -6.23552, -1.45126], [2.03658, -7.61422, -1.60036], [1.00038, -8.36692, -1.30246], [-0.11192, -7.81802, -0.87076], [-0.24102, -6.44702, -0.68576], [7.07368, -0.37312, 0.70424], [5.00908, 0.94648, 1.43804], [4.67948, -3.34732, -0.74356], [2.75418, -4.34312, 0.10904], [-1.09572, -4.11142, -1.54506], [-3.17622, -3.57372, -1.66086], [-5.62362, -0.33282, -1.48256], [-3.88232, 0.94298, -0.15336], [2.88158, -5.65202, -1.72346], [2.91538, -8.13102, -1.95576], [-0.92492, -8.49402, -0.64706], [-1.16722, -6.04562, -0.30206], [-2.20432, 5.47458, -0.46286], [-2.64822, 4.51878, 0.52984], [-3.35402, 5.03418, 1.69994], [-3.52372, 3.80088, 2.58614], [-2.66222, 2.81108, 1.94434], [-2.89112, 1.43288, 2.31654], [-2.32282, 3.22888, 0.68094], [-1.75112, 2.37508, -0.15546], [-1.50872, 2.72108, -1.55836], [-1.37102, 1.43848, -2.40996], [-0.50002, 0.47778, -1.73366], [0.33148, -0.31822, -2.36706], [0.55448, -0.49582, -3.67406], [-0.18512, -0.06842, -4.84066], [1.67058, -1.40182, -3.90636], [2.27648, -1.57402, -2.51626], [1.17368, -1.16012, -1.65546], [1.24198, -1.20312, -0.21666], [-2.16662, 6.45778, 0.00434], [-2.90352, 5.52938, -1.29866], [-1.20672, 5.22988, -0.81916], [-4.30892, 5.47588, 1.40504], [-2.75582, 5.80978, 2.18574], [-4.56192, 3.45158, 2.59184], [-3.20932, 3.96248, 3.61924], [-2.70362, 1.32628, 3.38804], [-2.21972, 0.76618, 1.74794], [-3.93252, 1.13958, 2.13014], [-0.57142, 3.28918, -1.66716], [-2.33522, 3.31528, -1.96516], [-0.97562, 1.74978, -3.38066], [-2.36772, 0.99788, -2.55856], [-1.25222, 0.00608, -4.64536], [-0.04182, -0.82022, -5.61706], [0.18968, 0.88228, -5.22836], [2.36488, -0.95642, -4.62046], [1.29968, -2.34822, -4.31476], [3.13928, -0.91362, -2.36646], [2.56758, -2.60452, -2.31986], [2.00948, -2.27622, 1.44104], [-0.05102, -1.82112, 1.24254], [1.61098, -0.22682, 0.21464]], "lumo_ev": -9.157, "gap_ev": 5.98, "spin_multiplicity": 1, "de_lowest_ev": 2.178, "homo_energy_ev": -15.1, "total_energy_ha": -2795.61983, "charge": 3}

Entry 2:
{"formula": "C38H46CaN4OPS2Si2", "method": "ωB97M-V with the def2-TZVPD basis set", "symbols": ["Ca", "C", "Si", "C", "C", "C", "C", "C", "C", "C", "C", "N", "Si", "C", "C", "C", "H", "H", "H", "H", "H", "H", "H", "H", "H", "H", "H", "H", "H", "H", "H", "H", "H", "H", "H", "H", "H", "H", "N", "C", "C", "C", "C", "C", "C", "P", "C", "C", "C", "C", "C", "C", "C", "C", "C", "C", "C", "C", "H", "H", "H", "H", "H", "H", "H", "H", "H", "H", "H", "H", "H", "H", "H", "H", "S", "C", "C", "N", "C", "S", "C", "N", "C", "C", "C", "O", "C", "H", "H", "H", "H", "H", "H", "H", "H"], "coordinates": [[-1.62150, 1.24961, -0.84038], [0.76949, 4.36830, -0.87459], [-1.04650, 4.47599, -0.38553], [-1.99748, 4.40895, -2.01201], [-1.29143, 6.21429, 0.31609], [-1.54202, 3.20654, 0.86868], [-0.50013, 2.40205, 1.45000], [-0.32599, 2.17371, 2.84191], [0.72113, 1.41820, 3.30154], [1.64497, 0.87852, 2.39775], [1.40807, 1.09274, 1.05792], [0.35708, 1.77304, 0.58238], [-3.11880, 3.45680, 1.78152], [-3.05259, 4.61739, 3.27572], [-3.79149, 1.79041, 2.36718], [-4.44030, 4.16163, 0.64233], [1.43290, 4.36634, -0.00735], [1.00977, 5.23942, -1.49201], [0.98802, 3.47152, -1.45648], [-1.67869, 5.25084, -2.63528], [-3.07817, 4.48021, -1.88080], [-1.81367, 3.50423, -2.60324], [-0.96160, 6.97919, -0.39240], [-0.70825, 6.32451, 1.23403], [-2.33604, 6.41805, 0.56137], [-1.00508, 2.64577, 3.53870], [0.84720, 1.26630, 4.36789], [2.50021, 0.29937, 2.71647], [2.07941, 0.69757, 0.30429], [-2.44213, 4.23023, 4.09439], [-4.05963, 4.78641, 3.66882], [-2.63814, 5.58518, 2.98528], [-3.04916, 1.20259, 2.91172], [-4.09997, 1.21019, 1.49124], [-4.66921, 1.90849, 3.00823], [-4.19807, 5.16292, 0.27959], [-5.39377, 4.22697, 1.17371], [-4.58933, 3.51566, -0.22649], [2.74711, 0.54259, -2.30748], [3.65282, -0.48945, -2.49534], [4.79340, -0.26605, -3.28222], [5.73794, -1.25365, -3.46388], [5.57728, -2.50483, -2.87444], [4.46124, -2.72858, -2.09104], [3.50033, -1.74054, -1.87401], [2.07367, -2.01241, -0.76477], [2.90042, -2.15462, 0.86495], [2.17756, -2.69746, 1.93186], [2.70227, -2.71887, 3.21266], [3.96108, -2.18226, 3.45888], [4.68329, -1.63152, 2.41228], [4.15789, -1.61786, 1.12486], [1.61462, -3.74120, -1.13091], [0.63869, -3.89300, -2.11493], [0.20647, -5.15368, -2.49728], [0.73812, -6.27912, -1.88269], [1.70358, -6.13890, -0.89358], [2.14316, -4.87633, -0.52015], [2.84724, 1.29356, -2.97323], [1.76933, 0.28541, -2.21529], [4.91797, 0.69906, -3.76005], [6.60262, -1.05089, -4.08419], [6.30776, -3.28807, -3.02676], [4.32217, -3.69796, -1.62586], [1.19518, -3.12189, 1.75479], [2.12605, -3.15041, 4.02178], [4.37103, -2.19131, 4.46089], [5.66320, -1.20730, 2.59314], [4.73596, -1.18667, 0.31688], [0.20971, -3.02034, -2.59313], [-0.55175, -5.23456, -3.26528], [0.39687, -7.26609, -2.16935], [2.11794, -7.01569, -0.41078], [2.89538, -4.77645, 0.25374], [-0.69431, 0.48873, -3.26764], [-2.08223, -0.59688, -3.26024], [-1.83115, -1.89595, -3.82499], [-1.59688, -2.93213, -4.27174], [-3.35473, -0.33856, -2.81132], [-3.98676, 1.14925, -2.13502], [-4.31624, -1.41059, -2.87519], [-5.11450, -2.24122, -2.88857], [-1.95735, -2.49439, 1.95716], [-3.41517, -2.22657, 1.53959], [-3.26644, -1.53946, 0.19382], [-2.08328, -0.73582, 0.36508], [-1.13292, -1.56146, 1.05598], [-1.67899, -3.53365, 1.78057], [-1.79827, -2.27837, 3.01298], [-3.89598, -1.54663, 2.24371], [-4.01004, -3.13616, 1.47415], [-4.07982, -0.87758, -0.09213], [-3.09716, -2.26030, -0.61334], [-0.45701, -0.90037, 1.59872], [-0.55747, -2.12461, 0.31618]], "lumo_ev": 2.285, "gap_ev": 6.93, "spin_multiplicity": 1, "de_lowest_ev": 0.065, "homo_energy_ev": -4.6, "total_energy_ha": -4164.48417, "charge": -1}

Entry 3:
{"formula": "C38H46CaOP2Si", "method": "ωB97M-V with the def2-TZVPD basis set", "symbols": ["Ca", "C", "C", "C", "C", "C", "C", "C", "C", "C", "H", "H", "H", "H", "H", "H", "H", "H", "H", "H", "H", "H", "H", "H", "H", "P", "P", "C", "C", "C", "C", "C", "C", "C", "C", "C", "C", "C", "C", "C", "C", "C", "C", "C", "C", "C", "C", "C", "C", "C", "C", "C", "C", "H", "H", "H", "H", "H", "H", "H", "H", "H", "H", "H", "H", "H", "H", "H", "H", "H", "H", "H", "H", "H", "H", "C", "Si", "C", "C", "O", "H", "H", "H", "H", "H", "H", "H", "H", "H"], "coordinates": [[-0.13437, 1.79208, -1.57177], [-2.02572, 1.21965, -5.55023], [-1.93461, -0.08112, -5.23614], [-1.32111, -1.07951, -6.16934], [0.14886, -0.78435, -6.59549], [0.94902, 0.13989, -5.71934], [0.80618, 1.46909, -5.74255], [0.00111, 2.17006, -6.79218], [-1.51804, 1.81740, -6.81025], [1.91047, -0.25112, -0.04286], [-2.65657, 1.89555, -4.99222], [-2.49349, -0.50877, -4.40276], [-1.93954, -1.10396, -7.08962], [-1.38230, -2.09641, -5.74108], [0.66953, -1.75903, -6.62692], [0.13176, -0.39790, -7.62858], [1.78954, -0.32685, -5.20782], [1.44296, 2.11550, -5.14004], [0.41979, 1.96595, -7.80134], [0.09473, 3.25608, -6.62663], [-2.06034, 2.75856, -6.99024], [-1.73502, 1.15096, -7.64546], [1.33505, 0.66382, 0.20654], [2.77854, -0.26909, 0.62881], [1.27692, -1.12031, 0.11162], [-1.44359, -0.82874, -1.54875], [2.46316, -0.24851, -1.72829], [-0.11522, -1.21068, -2.74334], [1.24249, -0.99033, -2.78774], [-2.48152, -2.31312, -1.42119], [-2.83820, -3.05507, -2.55055], [-3.64403, -4.18931, -2.40100], [-4.07407, -4.58390, -1.13352], [-3.73115, -3.83269, -0.00564], [-2.96199, -2.67816, -0.15072], [-2.63231, 0.40773, -2.30773], [-2.15242, 1.67068, -2.81678], [-2.95767, 2.82026, -2.73710], [-4.34049, 2.64800, -2.64742], [-4.86987, 1.35708, -2.53851], [-4.03371, 0.25646, -2.30744], [3.90958, -1.27379, -1.78848], [3.76243, -2.61405, -1.40156], [4.89538, -3.39636, -1.21563], [6.15856, -2.84388, -1.42103], [6.29928, -1.50217, -1.78914], [5.17322, -0.69981, -1.94983], [2.82869, 1.48402, -2.13779], [2.58512, 2.57601, -1.25884], [2.60577, 3.88172, -1.75839], [2.94132, 4.12026, -3.09021], [3.22244, 3.05113, -3.94683], [3.15851, 1.73829, -3.47229], [-0.52095, -1.88013, -3.52243], [1.77167, -1.51102, -3.59854], [-2.51713, -2.74959, -3.54183], [-3.93496, -4.75113, -3.27731], [-4.68774, -5.48054, -1.02113], [-4.06988, -4.13540, 0.97790], [-2.75476, -2.04431, 0.70455], [-1.25858, 1.69238, -3.49614], [-2.49367, 3.81665, -2.82007], [-5.01111, 3.52050, -2.69590], [-5.94398, 1.20262, -2.60520], [-4.46880, -0.73741, -2.14399], [2.76468, -3.01238, -1.19369], [4.78396, -4.42727, -0.88470], [7.04714, -3.45445, -1.27712], [7.28199, -1.05943, -1.92666], [5.25298, 0.37151, -2.15751], [2.41013, 2.41689, -0.19141], [2.36282, 4.72260, -1.09861], [2.97770, 5.14118, -3.48114], [3.45418, 3.22374, -4.99354], [3.30464, 0.90446, -4.15994], [-2.36829, 0.85108, 3.13692], [-0.72143, 0.68438, 2.16079], [0.58073, 1.42646, 3.34528], [-0.39363, -1.20875, 2.44087], [-0.60745, 1.22906, 0.63076], [-2.17476, 0.61772, 4.19281], [-3.15314, 0.15930, 2.80056], [-2.77473, 1.87134, 3.09503], [0.49624, 1.11353, 4.39823], [1.58512, 1.12386, 3.02482], [0.53006, 2.51235, 3.33975], [-1.07900, -1.86180, 1.89426], [0.63163, -1.46506, 2.15140], [-0.48968, -1.44518, 3.50965]], "lumo_ev": [-0.123, -0.123], "gap_ev": [3.97, 3.97], "spin_multiplicity": 1, "homo_energy_ev": [-4.1, -4.1], "total_energy_ha": -3200.48059}